Molecular formula: C17H30N2O3
Method: DFT, wB97M-V/def2-TZVPD

The spin multiplicity is 1. Its SMILES is CCCCC[C@@H](O)CCC(=O)NNC1=CC(=O)CC(C)(C)C1. The value obtained for the LUMO energy is 0.6 eV. Its molecular weight is 310.438 g/mol. Its relative energy (zero: lowest compared OMol25 entry of this formula, charge and spin) is 3.5 kcal per mole. The calculation puts the HOMO-LUMO gap at 8.99 eV. For the HOMO energy, the calculation gives -8.41 eV. For the strongest force on any atom, the calculation gives 0.0158 Eh/bohr.

Atoms and positions in Å:
H: 1.34236 3.18734 -0.20827
H: 3.99589 -1.88922 -0.24882
H: -4.60439 -0.28709 0.18376
H: -3.44508 0.71764 -2.13423
C: -3.22527 1.88643 0.26163
H: -3.09984 -3.62676 0.28476
C: 2.14121 -1.15812 -1.00256
H: -3.54503 -1.35793 -0.73069
H: 2.09537 -0.28476 1.55987
H: -1.54069 -2.44727 2.22253
H: 4.13110 -0.74086 -1.57974
H: 3.31063 0.69567 2.38466
H: -3.90914 -1.91902 1.74023
H: 3.26206 2.28694 0.44986
H: -1.53833 -4.23333 0.81385
H: 0.29123 -0.12144 -1.33564
C: -1.46421 -3.23153 -1.06545
H: 5.77724 -0.47619 0.97921
C: 3.60214 -0.95172 -0.64497
H: -0.39052 -3.06573 -1.02693
H: -3.08945 1.85545 1.34280
H: -1.64721 -4.13556 -1.64291
C: 1.31812 0.02757 -1.03583
H: -1.67349 0.40391 0.01658
O: -0.51903 3.79401 0.84431
N: -0.33092 2.41864 -0.91535
H: -2.97808 4.02102 0.16151
C: -2.69360 0.57482 -0.33820
H: -1.02543 -1.54010 0.81158
C: 3.82426 0.19769 0.33934
N: 1.05741 2.40098 -0.78818
H: -1.91401 -2.39545 -1.59514
C: 3.16322 -0.12173 1.68173
H: -2.92588 -0.50938 2.11986
H: 5.82271 0.63984 -0.38460
C: 5.32301 0.41615 0.55563
C: -1.84163 -2.13775 1.21930
C: 3.20726 1.46473 -0.26816
O: -2.56278 0.67566 -1.74869
H: -2.71434 3.18863 -1.38579
H: 5.49350 1.24403 1.24064
C: -2.03533 -3.38401 0.34102
H: 3.78720 1.75884 -1.14905
H: -0.75234 1.84094 -1.63098
C: -1.05630 3.15679 -0.04207
C: -2.54467 3.13813 -0.30916
O: 1.70953 -2.26863 -1.26157
C: 1.78330 1.24937 -0.68750
C: -3.10324 -1.28233 1.36774
C: -3.56828 -0.61903 0.07046
H: -4.29709 1.96637 0.05865
H: 3.59684 -1.02261 2.10900

Need the Mulliken charges? In units of e they are:
1. H 0.3658
2. H 0.4348
3. H 0.4209
4. H 0.3861
5. C -0.9387
6. H 0.3348
7. C -0.1723
8. H 0.4182
9. H 0.2499
10. H 0.4021
11. H 0.3652
12. H 0.4203
13. H 0.4530
14. H 0.5606
15. H 0.3643
16. H 0.4328
17. C -0.7908
18. H 0.4257
19. C -1.0906
20. H 0.1322
21. H 0.4054
22. H 0.3694
23. C -0.3688
24. H 0.0200
25. O -0.6976
26. N -0.0961
27. H 0.4060
28. C 0.6832
29. H -0.3169
30. C 1.8246
31. N -0.5502
32. H 0.1928
33. C -1.7197
34. H 0.3700
35. H 0.4349
36. C -2.1400
37. C 0.2391
38. C -0.9542
39. O -0.5988
40. H 0.3141
41. H 0.4355
42. C -0.6955
43. H 0.3126
44. H 0.4538
45. C 0.4496
46. C -0.6840
47. O -0.6511
48. C 0.6718
49. C -1.0621
50. C -1.0544
51. H 0.3819
52. H 0.4504